(1)
The following is a quantum chemistry calculation of a structure of composition C25H30N2O6 in a non-equilibrium geometry, from the Open Molecules 2025 dataset.

Atoms and positions in Å:
C (-1.634, -2.313, -0.011)
C (-3.044, -2.416, 0.037)
O (-3.586, -1.100, -0.454)
C (-5.020, -0.977, -0.250)
C (-5.978, -2.076, 0.014)
C (-7.397, -1.656, 0.356)
C (-7.863, -0.409, 0.223)
C (-6.878, 0.708, -0.438)
C (-5.569, 0.398, -0.541)
O (-4.633, 1.324, -0.889)
C (-3.452, 1.580, -0.368)
C (-2.488, 1.833, -1.317)
O (-1.072, 1.630, -0.926)
C (-0.743, 1.523, 0.484)
C (-1.748, 1.055, 1.256)
C (-1.403, 0.679, 2.800)
C (0.030, 0.528, 3.063)
C (0.934, 0.987, 2.148)
C (0.700, 1.534, 0.715)
C (1.595, 1.917, -0.118)
N (2.799, 1.074, -0.228)
C (3.857, 1.770, -0.675)
C (5.222, 0.965, -0.490)
N (4.957, -0.453, -0.847)
C (3.901, -0.934, -0.564)
C (2.732, -0.262, -0.620)
H (1.802, -0.903, -0.092)
H (2.486, -0.137, -1.725)
H (3.685, -2.161, -0.574)
H (4.088, -1.176, 0.843)
C (6.226, -1.200, -1.133)
H (6.884, -0.836, -1.882)
C (6.984, -1.534, 0.262)
O (7.661, -0.548, 0.581)
H (8.135, -0.659, 1.420)
H (7.676, -2.222, 0.133)
H (6.262, -1.835, 0.856)
H (5.937, -2.254, -1.253)
H (6.064, 1.322, -1.056)
H (5.324, 1.009, 0.630)
H (4.197, 2.618, -0.304)
H (3.664, 1.782, -1.679)
H (1.790, 2.873, -0.006)
H (1.139, 1.682, -1.217)
O (2.153, 1.047, 2.374)
H (2.970, 1.031, 1.622)
H (0.406, 0.299, 4.041)
H (-1.969, 0.298, 3.422)
C (-3.131, 1.162, 0.924)
O (-4.185, 0.901, 1.874)
C (-2.551, 2.156, -2.697)
H (-2.550, 3.234, -2.814)
H (-1.580, 1.760, -3.348)
H (-3.465, 1.639, -2.895)
H (-7.045, 1.637, -0.383)
H (-8.773, 0.073, 0.370)
H (-8.068, -2.393, 0.538)
H (-5.769, -2.906, 0.411)
H (-3.550, -3.149, -0.536)
H (-3.328, -2.575, 1.383)
H (-1.355, -2.171, -1.215)
H (-1.180, -3.263, 0.294)
H (-1.252, -1.510, 0.472)

Output
gap between HOMO and LUMO = 7.39 eV
net charge = 0
energy relative to the best compared isomer or geometry (same formula, charge and spin) = 541.6 kcal/mol
F_max = 17.5 eV/A
E_tot = -1530.8420 hartree
molar mass = 454.52 g mol⁻¹



(2)
The following is a quantum chemistry calculation of a cluster of 2 separate species, C7H12O2 in total in a non-equilibrium geometry, from the Open Molecules 2025 dataset.

Atoms and positions in Å:
C (1.549, -1.517, 1.405)
C (0.363, -0.660, 1.106)
C (-0.802, -0.599, 1.774)
C (-1.814, 0.306, 1.130)
C (-1.009, 1.011, 0.022)
C (0.284, 0.223, -0.091)
C (1.422, 0.672, -0.891)
O (0.686, -0.428, -1.399)
H (2.430, -0.897, 1.630)
H (1.359, -2.168, 2.266)
H (1.808, -2.146, 0.541)
H (-1.011, -1.160, 2.687)
H (-2.660, -0.274, 0.731)
H (-2.239, 1.018, 1.852)
H (-1.532, 1.048, -0.943)
H (-0.779, 2.047, 0.307)
H (1.315, 1.605, -1.457)
H (2.431, 0.437, -0.528)
O (-0.849, 0.262, -3.580)
H (-0.655, 1.186, -3.757)
H (-0.296, 0.033, -2.805)

Output
gap between HOMO and LUMO = 10.10 eV
net charge = 0
energy relative to the best compared isomer or geometry (same formula, charge and spin) = 25.7 kcal/mol
F_max = 1.1 eV/A
SMILES string = CC1=CCC[C@@]12CO2.O
E_tot = -424.3550 hartree
molar mass = 128.17 g mol⁻¹